Record 1
Density functional theory data (ωB97M-V with the def2-TZVPD basis set) for a molecular structure, C2H8NO2 at a distorted geometry.

Summary:
**HOMO level**: -3.855 eV
**Charge**: -1
**LUMO level**: 3.88 eV
**DFT total energy**: -286.06698 hartree
**Energy relative to the best compared isomer or geometry (same formula, charge and spin)**: 473.3 kJ/mol

Atoms and positions in Å:
C (0.083119, -0.459469, -0.470256)
O (1.174137, -0.747180, 0.335650)
C (-1.133647, -0.137169, 0.401357)
N (-3.039540, -0.102162, 0.027664)
H (-0.187578, -1.361497, -1.064995)
H (0.319840, 0.301049, -1.246669)
H (-1.050039, 0.196819, 1.432921)
H (-1.680403, -1.062385, 0.581357)
H (-3.027559, -0.397518, -0.975948)
H (-2.028116, 0.657778, -0.028916)
H (2.280722, 2.083250, 0.027510)
H (1.815702, 0.110647, 0.233187)
O (2.643268, 1.195536, -0.102358)

Force components x, y, z for each atom (eV/Å):
C 0.279 -0.253 -1.244
O -0.735 0.148 -0.067
C -1.093 -2.378 1.118
N 0.846 1.642 -1.216
H -0.025 0.253 0.225
H -0.046 0.056 0.649
H 0.399 0.800 -0.314
H 1.257 -0.571 0.419
H 0.233 0.158 0.663
H -1.437 -0.132 -0.222
H 0.031 -0.378 0.028
H 0.449 0.567 -0.111
O -0.157 0.088 0.072

=====

Record 2
Density functional theory data (ωB97M-V with the def2-TZVPD basis set) for a molecular structure, C2H8NO2 at a distorted geometry.

Summary:
**HOMO level**: -3.809 eV
**Charge**: -1
**LUMO level**: 4.44 eV
**DFT total energy**: -286.19825 hartree
**Energy relative to the best compared isomer or geometry (same formula, charge and spin)**: 128.7 kJ/mol

Atoms and positions in Å:
C (1.122163, 0.414998, -0.632436)
O (-0.116925, 0.333927, -1.136248)
C (1.277598, -0.475992, 0.585844)
N (0.273542, -0.471276, 1.579590)
H (1.998998, 0.119031, -1.372685)
H (1.371953, 1.557032, -0.216395)
H (1.365388, -1.446160, 0.072317)
H (2.356497, -0.282734, 1.094267)
H (0.203019, 0.331736, 2.181191)
H (-0.624106, -0.437506, 1.113203)
H (-2.531260, 0.957443, -0.097814)
H (-1.087984, 0.290072, -0.749254)
O (-2.303809, -0.011929, -0.464052)

Force components x, y, z for each atom (eV/Å):
C 1.160 2.679 1.257
O 2.827 0.235 -2.748
C 3.855 -0.105 0.026
N -1.330 -0.414 0.534
H -1.581 0.645 0.989
H -0.242 -1.904 -1.067
H -0.254 -0.401 0.828
H -2.174 -0.394 -1.085
H 0.805 0.510 0.020
H -0.553 -0.454 -0.350
H 0.365 -3.260 -1.153
H -1.764 -0.808 0.964
O -1.114 3.671 1.785

=====

Record 3
Density functional theory data (ωB97M-V with the def2-TZVPD basis set) for 2 unconnected molecules or ions with the total composition C2H8NO2 at a distorted geometry.

Summary:
**HOMO level (alpha / beta)**: -9.817 / -9.812 eV
**Charge**: 0
**2S+1**: 2
**LUMO level (alpha / beta)**: 0.73 / -2.28 eV
**DFT total energy**: -286.11639 hartree
**Energy relative to the best compared isomer or geometry (same formula, charge and spin)**: 83.0 kJ/mol

Atoms and positions in Å:
C (-2.362732, -0.887485, -0.905767)
O (-1.385774, -1.291527, 0.045978)
H (-3.244349, -0.513596, -0.364554)
H (-2.759639, -1.787754, -1.381808)
H (-1.936134, -0.137595, -1.571590)
N (2.342859, 1.252061, 0.024490)
C (1.294809, 0.487828, 0.720564)
O (0.095689, 0.987627, 0.762485)
H (3.253833, 0.834479, 0.195731)
H (2.453902, 2.132601, 0.530104)
H (1.701324, -0.025771, 1.624744)
H (1.284638, -0.483634, 0.169160)
H (-0.738429, -0.567230, 0.150458)

Force components x, y, z for each atom (eV/Å):
C -0.412 -0.308 1.035
O 0.673 0.114 -0.138
H 0.222 0.501 -0.194
H 0.492 0.153 -0.500
H -0.405 -0.176 -0.324
N -0.063 0.696 1.132
C 1.765 -0.737 -1.271
O 0.153 0.142 0.403
H -0.110 -0.471 -0.230
H -0.321 0.192 -0.366
H -0.558 0.570 0.660
H -0.495 -0.227 -0.353
H -0.939 -0.449 0.146

=====

Record 4
Density functional theory data (ωB97M-V with the def2-TZVPD basis set) for 2 unconnected molecules or ions with the total composition C2H8NO2 at a distorted geometry.

Summary:
**HOMO level (alpha / beta)**: -12.706 / -13.882 eV
**Charge**: +1
**LUMO level (alpha / beta)**: -5.24 / -3.80 eV
**DFT total energy**: -285.80625 hartree
**Energy relative to the best compared isomer or geometry (same formula, charge and spin)**: 557.1 kJ/mol

Atoms and positions in Å:
C (-2.159932, -0.363308, 0.295945)
C (0.770829, -0.242147, -0.180454)
N (1.261806, 0.847460, 0.782179)
O (1.190976, 0.246861, -1.434949)
O (1.272631, -1.498018, 0.202093)
H (-1.934530, -1.238424, 1.019310)
H (-2.111819, 0.671585, 0.403591)
H (-2.628331, -0.649633, -0.669979)
H (2.292061, 0.992586, 0.554582)
H (1.525438, 0.576259, 1.833501)
H (0.818733, 1.756140, 0.557109)
H (0.884644, -0.397458, -2.135982)
H (1.993309, -1.918700, -0.378337)

Force components x, y, z for each atom (eV/Å):
C 0.582 -3.462 -0.801
C 1.391 -1.410 -1.008
N 3.310 -0.639 1.294
O -1.127 -1.639 0.972
O 0.201 1.212 -0.817
H -0.453 2.179 -1.073
H 0.158 1.377 1.021
H 0.475 -0.008 0.811
H -1.104 0.071 -0.627
H -2.234 0.581 -2.349
H -0.088 -0.560 0.848
H 0.325 1.015 0.966
H -1.435 1.285 0.764

=====

Record 5
Density functional theory data (ωB97M-V with the def2-TZVPD basis set) for a single C2H8NO2P molecule at a distorted geometry.

Summary:
**HOMO level**: -9.417 eV
**Charge**: 0
**LUMO level**: 0.68 eV
**DFT total energy**: -627.57255 hartree
**Energy relative to the best compared isomer or geometry (same formula, charge and spin)**: 219.1 kJ/mol

Atoms and positions in Å:
C (-2.094095, 0.669038, 0.145808)
N (-0.634027, 0.685692, 0.576496)
C (0.067545, -0.236075, -0.324542)
P (1.890907, -0.306105, 0.044689)
O (2.281608, 0.870493, 0.821696)
O (2.283561, -1.787913, 0.472707)
H (-2.215691, -0.015030, -0.703872)
H (-2.602074, 0.443132, 1.099738)
H (-2.401644, 1.692789, -0.066588)
H (-0.101926, 1.587370, 0.500390)
H (-0.354523, -1.261393, -0.221563)
H (0.266562, -0.104859, -1.403204)
H (2.268271, -0.190978, -1.449260)
H (1.345527, -2.046165, 0.507505)

Force components x, y, z for each atom (eV/Å):
C 1.351 1.264 1.753
N 0.592 -0.168 -2.229
C 1.486 -1.570 1.336
P -0.264 2.274 -3.058
O 0.651 -0.110 0.408
O -0.795 0.222 0.081
H -0.445 0.295 0.527
H -0.394 -0.595 -0.906
H -0.126 -0.105 -0.543
H -1.245 -0.863 0.177
H -0.059 0.499 -0.096
H -1.327 0.761 -0.057
H 0.265 -0.441 2.115
H 0.310 -1.464 0.492

=====

Record 6
Density functional theory data (ωB97M-V with the def2-TZVPD basis set) for a single C2H8NO2P molecule at a distorted geometry.

Summary:
**HOMO level**: -10.258 eV
**Charge**: 0
**LUMO level**: 0.68 eV
**DFT total energy**: -627.64102 hartree
**Energy relative to the best compared isomer or geometry (same formula, charge and spin)**: 39.3 kJ/mol

Atoms and positions in Å:
C (0.545637, 0.425943, 1.864774)
N (1.094748, -0.255551, 0.691485)
P (0.149246, -0.614243, -0.647601)
C (-0.856198, 0.727928, -1.306818)
O (1.016579, -1.304221, -1.613610)
O (-0.908528, -1.833539, -0.218229)
H (0.865950, 1.566764, 1.918654)
H (-0.557567, 0.508023, 1.691757)
H (0.797580, -0.095167, 2.725333)
H (1.903346, 0.228921, 0.294303)
H (-1.515128, 1.318185, -0.627085)
H (-0.194629, 1.409247, -1.879010)
H (-1.701917, 0.278420, -1.884474)
H (-0.639120, -2.360710, -1.009480)

Force components x, y, z for each atom (eV/Å):
C -1.146 3.386 -2.326
N -0.289 0.976 -0.739
P -0.267 -2.386 0.912
C -1.403 0.500 0.162
O 0.476 0.808 -1.145
O 0.755 1.596 -0.650
H -0.326 -2.370 0.054
H 0.702 -0.298 0.770
H 0.257 -0.738 1.715
H 0.021 -0.464 0.371
H 1.122 -0.263 0.239
H -0.611 -0.466 0.122
H 1.235 0.060 -0.308
H -0.525 -0.341 0.822

=====

Record 7
Density functional theory data (ωB97M-V with the def2-TZVPD basis set) for 2 unconnected molecules or ions with the total composition C2H8NO3 at a distorted geometry.

Summary:
**HOMO level**: -14.957 eV
**Charge**: +1
**LUMO level**: -3.73 eV
**DFT total energy**: -361.23775 hartree
**Energy relative to the best compared isomer or geometry (same formula, charge and spin)**: 66.8 kJ/mol

Atoms and positions in Å:
O (0.564551, -0.058862, -0.786084)
C (-0.319587, 0.379347, -0.092515)
O (-0.397139, 1.627909, 0.291809)
C (-1.521557, -0.508834, 0.245821)
N (-1.267905, -1.778539, -0.515929)
H (0.491444, 2.006143, 0.155306)
H (-1.485926, -0.648479, 1.321758)
H (-2.472002, -0.132164, -0.099491)
H (-1.287980, -2.587915, 0.098574)
H (-1.787370, -1.735045, -1.392408)
H (-0.297376, -1.697866, -0.893086)
H (2.862148, 0.183421, -0.164446)
H (3.246343, 0.642690, 1.214855)
O (2.465641, 0.472285, 0.670204)

Force components x, y, z for each atom (eV/Å):
O -0.334 -0.582 -0.190
C -0.188 0.402 -1.406
O -0.045 -0.298 0.653
C 0.894 0.183 -0.132
N 1.038 0.906 0.041
H 0.002 0.188 0.001
H -0.388 -0.376 0.051
H -0.142 0.476 0.274
H -0.715 -0.448 -0.579
H -0.720 -1.000 0.390
H 0.272 0.288 0.491
H -0.328 0.056 0.078
H -0.201 0.067 0.146
O 0.856 0.137 0.182

=====

Record 8
Density functional theory data (ωB97M-V with the def2-TZVPD basis set) for 3 unconnected molecules or ions with the total composition C2H8NO4.

Summary:
**HOMO level**: -4.337 eV
**Charge**: -1
**LUMO level**: 4.04 eV
**DFT total energy**: -436.78130 hartree
**Energy relative to the best compared isomer or geometry (same formula, charge and spin)**: 103.5 kJ/mol

Atoms and positions in Å:
O (1.453200, 2.338436, 1.702535)
C (0.824748, 1.772745, 0.807799)
N (1.388233, 1.197360, -0.257099)
C (0.706971, 0.251280, -1.226554)
O (0.029354, -0.733656, -0.628404)
H (-0.274944, 1.734558, 0.832985)
H (2.395630, 1.214969, -0.237092)
H (1.581300, -0.092888, -1.823028)
H (0.060135, 0.892469, -1.858996)
H (-0.803975, -3.553713, -0.714352)
H (-0.895702, -2.119941, -1.107222)
O (-1.468399, -2.928718, -1.025282)
H (-2.461083, -1.507112, 0.650612)
H (-1.227946, -0.622470, 0.632561)
O (-2.162918, -0.638868, 0.952622)

Force components x, y, z for each atom (eV/Å):
O -0.110 0.004 -0.127
C 0.036 0.221 0.276
N 0.021 -0.120 -0.205
C -0.173 -0.091 0.547
O 0.339 -0.074 -0.034
H 0.018 -0.174 -0.120
H 0.053 -0.103 0.032
H -0.211 0.095 -0.210
H 0.149 0.005 -0.119
H -0.233 -0.134 0.043
H -0.215 0.412 0.150
O 0.457 -0.138 -0.111
H 0.127 0.174 -0.083
H -0.274 0.121 -0.421
O 0.013 -0.199 0.383

=====

Record 9
Density functional theory data (ωB97M-V with the def2-TZVPD basis set) for 3 unconnected molecules or ions with the total composition C2H8NO4 at a distorted geometry.

Summary:
**HOMO level**: -4.947 eV
**Charge**: -1
**LUMO level**: 3.83 eV
**DFT total energy**: -436.80936 hartree
**Energy relative to the best compared isomer or geometry (same formula, charge and spin)**: 29.8 kJ/mol

Atoms and positions in Å:
O (-1.105706, 0.816317, -1.570510)
C (-1.007755, 0.474398, -0.363091)
O (-1.948422, 0.182389, 0.406402)
C (0.440039, 0.345146, 0.175119)
N (0.479326, 0.488341, 1.629055)
H (0.811446, -0.569037, -0.309544)
H (1.000790, 1.201234, -0.197792)
H (-0.145840, -0.193317, 2.052608)
H (1.390561, 0.251191, 2.001372)
H (1.882272, 1.252197, -2.303176)
H (0.485300, 0.877794, -2.678274)
O (1.398217, 0.806108, -3.018450)
H (-0.584317, -2.175403, 1.010486)
H (-1.820506, -1.486200, 1.489450)
O (-1.275405, -2.271158, 1.676344)

Force components x, y, z for each atom (eV/Å):
O 0.331 0.000 0.143
C -0.268 0.103 -0.498
O 0.140 -0.154 0.215
C -0.578 0.884 0.077
N 0.069 -0.809 0.327
H 0.343 -0.100 0.393
H 0.096 -0.146 -0.405
H -0.182 0.239 -0.096
H 0.228 0.053 -0.144
H -0.099 -0.286 -0.459
H -0.472 -0.234 0.165
O 0.405 0.454 0.393
H -0.102 -0.093 0.043
H 0.002 0.204 -0.253
O 0.088 -0.116 0.099